# 1
An isolated molecule of C24H22ClNO in a non-equilibrium geometry. Source: the OMol25 dataset; level of theory: ωB97M-V/def2-TZVPD.

```
49
Properties=species:S:1:pos:R:3:forces:R:3
C -0.0414 -1.7914 0.5271 -5.26 1.10 -1.63
C -0.4672 -0.9217 1.6804 1.25 -0.78 0.50
C -1.6814 -0.2559 1.6888 -0.01 1.13 2.12
C -2.6267 -0.1393 0.5779 -0.97 -0.50 -2.60
O -2.1396 0.7955 -0.3893 1.57 1.42 -1.48
N -2.2592 0.3857 -1.7305 1.26 0.05 -1.97
C -1.4704 0.9497 -2.6478 -1.25 -0.24 1.51
C -0.5209 2.1083 -2.3425 0.81 2.17 -0.17
C -0.8380 3.1744 -1.4580 -1.96 -0.71 0.04
C -0.1769 4.4228 -1.2834 -1.64 -3.03 0.13
C 0.9728 4.5514 -1.9042 5.38 -0.66 -3.65
Cl 2.1196 5.9116 -1.7898 -0.92 -0.10 0.43
C 1.5149 3.5439 -2.7922 -2.80 -2.15 -0.05
C 0.6920 2.3687 -3.0506 0.68 1.44 1.65
C -1.5359 0.4291 -4.1513 -0.22 -0.35 2.37
C -2.5975 -0.5005 -4.7367 -1.03 0.62 0.00
C -1.2538 -1.0647 -4.3822 -1.25 0.52 1.52
C -2.0712 0.3835 2.8800 0.28 -0.54 -0.29
C -1.3845 0.1948 4.0849 -1.84 1.09 -1.51
C -0.2225 -0.5225 4.0538 0.63 0.00 1.40
C 0.3210 -0.9780 2.8676 -0.36 -0.69 -0.85
C 1.6493 -1.6879 2.8818 0.14 -2.90 0.63
C 1.7546 -3.1409 2.9848 2.23 0.06 1.14
C 3.0694 -3.7774 3.0626 -1.98 2.80 -0.17
C 4.2359 -2.9989 3.0228 -0.55 -3.40 -0.91
C 4.0821 -1.7008 2.8735 0.58 4.20 -0.69
C 2.8610 -1.0301 2.8345 -1.00 1.69 -1.16
H -0.7825 -2.6728 0.5538 1.14 0.99 -0.24
H -0.2467 -1.2618 -0.4651 0.53 -0.75 1.20
H 0.8936 -2.1539 0.5941 3.20 -1.07 0.12
H -3.6240 0.3009 0.8301 0.67 -1.04 0.36
H -2.6800 -1.0885 -0.0010 -0.58 0.31 0.65
H -1.7802 3.0106 -0.9203 0.45 0.39 -0.02
H -0.5067 5.1401 -0.6135 -0.86 1.16 1.13
H 2.4736 3.5492 -3.3371 -0.61 0.62 0.68
H 1.0854 1.5758 -3.6396 0.40 -0.31 -0.80
H -1.0866 1.0915 -4.8856 0.06 0.02 0.39
H -3.4597 -0.7743 -4.0964 0.85 0.19 -0.27
H -2.9452 -0.2729 -5.7857 0.82 -0.43 1.17
H -1.1894 -1.7609 -3.5101 -0.07 0.93 -0.84
H -0.5480 -1.1682 -5.1266 1.26 -0.83 -1.54
H -2.9830 0.9653 2.8063 0.00 0.02 0.41
H -1.8659 0.6767 4.9293 0.58 -0.39 0.40
H 0.2164 -0.7430 5.0308 0.44 0.08 -0.50
H 0.9064 -3.7917 3.2184 0.01 0.43 -0.57
H 3.2227 -4.8085 3.1010 -0.45 -1.63 0.15
H 5.2001 -3.4682 2.7883 -0.33 0.14 0.73
H 4.9636 -1.1104 2.6452 0.01 0.17 0.23
H 2.7509 0.0556 2.5218 0.75 -1.24 0.83
```
Positions in Å, forces in eV/Å.

HOMO, eV: -8.62
Spin multiplicity: 1
Energy, hartree: -1517.74854
Frontier orbital gap, eV: 9.1
Energy relative to the best compared isomer or geometry (same formula, charge and spin), eV: 2.273
Molecular weight, g/mol: 375.90
Largest force on an atom, eV Å⁻¹: 6.5

=====

# 2
A structure of composition C2H6O2Tb in a non-equilibrium geometry. Source: the OMol25 dataset; level of theory: ωB97M-V/def2-TZVPD.

```
11
Properties=species:S:1:pos:R:3:forces:R:3
C -1.5473 0.3665 0.1174 -0.31 0.01 0.02
C -0.2609 -0.0656 -0.5431 -0.86 -0.08 -0.75
O 0.8057 0.3376 0.3381 -0.71 2.51 -1.34
H -2.3484 0.3164 -0.6311 0.13 0.05 0.23
H -1.8108 -0.2976 0.9509 0.08 0.22 -0.20
H -1.4757 1.3996 0.4815 -0.07 -0.24 -0.15
H -0.1004 0.4368 -1.5064 -0.02 -0.15 0.16
H -0.2105 -1.1550 -0.6786 0.00 0.33 0.08
H 1.2751 -0.7120 1.3973 2.47 -1.71 -2.04
Tb 3.9315 0.0997 -0.3546 -0.90 -0.20 0.27
O 1.7417 -0.7265 0.4287 0.20 -0.74 3.71
```
Positions in Å, forces in eV/Å.

HOMO (spin up / spin down), eV: -18.60 / -18.60
Spin multiplicity: 8
Energy, hartree: -1053.89919
Frontier orbital gap (spin up / spin down), eV: 9.0 / 8.2
Net charge: +2
Energy relative to the best compared isomer or geometry (same formula, charge and spin), eV: 0.539
Molecular weight, g/mol: 220.99
Largest force on an atom, eV Å⁻¹: 3.8

=====

# 3
A structure of composition C6H9NO in a non-equilibrium geometry. Source: the OMol25 dataset; level of theory: ωB97M-V/def2-TZVPD.

```
17
Properties=species:S:1:pos:R:3:forces:R:3
C 0.4820 -0.1887 0.0927 -4.86 -0.30 -4.99
C -1.3465 -0.9415 -0.3377 -0.75 -1.89 -5.18
C 0.9620 1.7445 -1.5832 0.93 -1.92 0.29
C 0.9677 0.2777 -1.4424 -0.51 5.16 2.31
C -0.3295 -1.4263 0.6687 -2.07 0.04 0.91
C -1.2244 -0.3972 1.4834 0.15 1.46 -1.26
H 1.3237 1.2290 1.1719 -0.08 -2.80 -1.44
H -0.8939 -1.1442 -1.4138 -1.80 0.28 1.40
H -2.4595 -1.2492 -0.1713 2.06 0.65 -0.84
H 0.4433 2.6972 -0.9933 0.92 -3.44 -1.16
H 1.7564 2.2064 -2.2724 -1.51 -1.07 0.52
H 1.6515 -0.2944 -2.0339 0.23 -0.18 -0.37
H -0.1284 -2.4852 1.1272 0.09 1.95 -1.46
H -0.7192 0.0438 2.2920 0.13 0.73 1.50
H -2.3916 -0.4746 1.5255 2.50 -0.31 0.62
N -0.9375 0.4520 0.0842 -0.51 -3.19 2.85
O 1.3640 0.2370 0.8612 5.09 4.85 6.32
```
Positions in Å, forces in eV/Å.

HOMO, eV: -9.12
Spin multiplicity: 1
Energy, hartree: -363.72918
Frontier orbital gap, eV: 9.9
Energy relative to the best compared isomer or geometry (same formula, charge and spin), eV: 8.029
Molecular weight, g/mol: 111.14
Largest force on an atom, eV Å⁻¹: 9.5

=====

# 4
A structure of composition C20H33Cl2N2O4Sr in a non-equilibrium geometry. Source: the OMol25 dataset; level of theory: ωB97M-V/def2-TZVPD.

```
62
Properties=species:S:1:pos:R:3:forces:R:3
O 3.6964 1.7059 -1.2200 -0.78 0.77 -0.52
C 2.8606 2.0490 -2.0334 -1.47 -0.95 -1.34
C 2.1323 3.3821 -2.1469 0.10 0.24 0.79
C 1.3808 3.8085 -1.0435 0.13 0.48 0.36
H 1.0157 3.0740 -0.3291 0.42 0.13 0.21
C 1.0406 5.1569 -0.8831 0.07 0.24 -0.88
H 0.5429 5.5197 0.0327 0.22 -0.37 -0.67
C 1.3583 6.0512 -1.9286 0.48 -0.10 0.03
H 1.2284 7.1306 -1.7858 -0.17 -0.46 -0.11
C 1.8906 5.5838 -3.1524 -0.36 -0.34 0.45
H 2.0546 6.2761 -3.9998 -0.23 -0.53 0.60
C 2.2093 4.2192 -3.2751 -0.05 0.02 0.26
H 2.4235 3.7674 -4.2456 0.56 0.30 0.25
H 2.4490 1.3244 -2.8190 0.81 0.37 0.62
C 0.1440 -0.5958 -3.1758 -1.13 -1.19 -0.77
C -0.7157 0.2674 -2.3566 3.83 2.15 1.49
H 0.0848 -0.4194 -4.2663 0.15 0.04 -0.30
H -0.0758 -1.6648 -3.0352 0.16 -0.09 0.03
H 1.1877 -0.4358 -2.8409 -0.22 -0.23 -0.42
C -1.1864 1.4902 -2.5908 -0.93 -0.25 -1.71
C -2.2921 1.5095 -3.6158 0.10 0.27 -0.91
H -0.9292 2.4604 -2.1175 -0.84 -0.72 0.83
H -2.3915 2.3789 -4.2700 0.02 0.35 -0.09
H -3.2452 1.3620 -3.1070 -0.10 0.10 0.17
H -2.1768 0.6099 -4.2332 -0.04 0.09 -0.13
Sr -0.7498 -0.2379 0.0173 -0.43 0.51 1.30
Cl -1.8459 2.1519 1.0192 0.02 0.20 0.37
Cl -3.0837 -1.1343 -1.1741 -0.60 -0.58 0.11
C -2.8709 -1.3944 1.9846 1.51 0.34 -0.71
O -1.6543 -1.6800 1.9453 -1.19 0.18 0.32
N -3.7541 -2.1096 2.6716 -0.22 -0.65 0.42
C -3.3024 -3.3506 3.2931 -0.30 0.15 0.04
C -5.1671 -1.7720 2.7026 0.32 -0.08 -0.11
H -3.2606 -0.5310 1.4125 -0.09 -0.24 0.41
H -2.2224 -3.4480 3.1354 -0.40 0.03 0.04
H -3.8316 -4.2076 2.8611 0.11 0.09 -0.08
H -3.5342 -3.3345 4.3622 0.10 0.02 0.02
H -5.2875 -0.7853 2.2372 -0.12 -0.33 0.14
H -5.5120 -1.7537 3.7429 -0.01 0.14 -0.13
H -5.7556 -2.5242 2.1600 0.09 0.22 0.01
H 2.1211 -5.1119 -0.4952 0.01 0.06 -0.13
H 4.5592 -3.9519 -0.1896 -0.05 0.19 -0.19
C 2.0129 -4.3467 -1.2745 0.16 0.15 0.11
C 4.2001 -3.2093 -0.9193 -0.16 0.13 -0.07
N 2.7499 -3.1418 -0.9112 0.31 -0.30 0.02
H 0.9584 -4.0971 -1.3763 0.10 0.01 -0.05
C 2.1072 -2.0721 -0.4330 -1.85 0.29 0.16
O 0.8711 -2.0543 -0.2600 2.19 -0.20 -0.17
H 4.5918 -2.2200 -0.6568 0.03 -0.27 -0.09
H 2.7405 -1.1809 -0.2314 -0.18 -0.42 -0.03
H 2.4144 -4.7287 -2.2198 -0.13 0.02 0.15
H 4.5509 -3.4878 -1.9220 0.02 0.07 0.24
C 1.2450 -0.8259 4.6542 0.32 -0.24 0.04
C 0.4795 0.0231 3.6668 0.42 -0.17 -1.68
C -0.6711 0.7762 4.2606 -0.23 0.37 -0.34
O 0.7947 0.0481 2.4706 -0.46 -0.03 2.03
H 1.0135 -0.5333 5.6837 0.11 -0.13 -0.18
H 2.3202 -0.7257 4.4670 -0.20 -0.08 0.03
H 0.9717 -1.8839 4.5180 0.04 0.32 -0.04
H -1.0301 1.5346 3.5576 -0.05 -0.14 0.05
H -1.4879 0.0647 4.4608 0.22 0.12 -0.03
H -0.3677 1.2238 5.2175 -0.11 -0.10 -0.23
```
Positions in Å, forces in eV/Å.

HOMO (spin up / spin down), eV: -1.33 / -1.32
Spin multiplicity: 1
Energy, hartree: -2143.49099
Frontier orbital gap (spin up / spin down), eV: 3.6 / 3.6
Net charge: -1
Energy relative to the best compared isomer or geometry (same formula, charge and spin), eV: 0.000
Molecular weight, g/mol: 524.02
Largest force on an atom, eV Å⁻¹: 4.6

=====

# 5
An isolated molecule of C5H8O. Source: the OMol25 dataset; level of theory: ωB97M-V/def2-TZVPD.

```
14
Properties=species:S:1:pos:R:3:forces:R:3
O 2.7663 -0.2654 -0.5374 -0.48 0.22 0.21
C 1.7593 0.3469 -0.2898 0.21 -0.25 -0.04
C 0.6045 -0.1132 0.5942 0.18 0.09 -0.05
C -0.2943 -1.1725 -0.1169 0.03 -0.12 -0.09
C -1.3671 -0.0817 -0.3575 -0.16 0.03 -0.10
C -0.5303 0.9236 0.4684 -0.07 0.26 0.01
H 1.5502 1.3506 -0.7518 0.41 -0.31 0.01
H 0.9661 -0.3908 1.5927 -0.02 0.12 -0.28
H 0.1611 -1.6142 -1.0077 -0.11 0.02 0.10
H -0.6369 -1.9868 0.5302 0.17 0.23 -0.04
H -1.4685 0.2173 -1.4046 -0.02 -0.09 0.12
H -2.3637 -0.3146 0.0269 0.18 0.05 -0.02
H -0.1714 1.7732 -0.1261 -0.35 0.03 0.18
H -0.9754 1.3276 1.3794 0.03 -0.27 -0.03
```
Positions in Å, forces in eV/Å.

HOMO, eV: -9.77
Spin multiplicity: 1
Energy, hartree: -270.50688
Frontier orbital gap, eV: 10.7
Energy relative to the best compared isomer or geometry (same formula, charge and spin), eV: 1.388
Molecular weight, g/mol: 84.12
Largest force on an atom, eV Å⁻¹: 0.6

=====

# 6
A structure of composition C13H34FNO5Pd in a non-equilibrium geometry. Source: the OMol25 dataset; level of theory: ωB97M-V/def2-TZVPD.

```
55
Properties=species:S:1:pos:R:3:forces:R:3
Pd 1.4354 0.8954 2.9215 0.26 -0.44 0.14
C -2.9305 0.4479 -3.7425 -0.17 -0.21 0.63
C -2.5558 -1.0478 -3.6194 -0.16 0.27 0.97
C -2.9489 -1.6690 -4.9676 -0.34 0.26 -0.27
C -2.3349 -2.9934 -5.3764 0.86 0.91 0.89
C -0.8023 -2.8903 -5.1438 -0.66 0.00 0.16
C -0.3518 -2.3979 -3.7039 1.64 -1.00 -1.57
N -1.0769 -1.1728 -3.3552 1.35 1.58 4.00
O -0.5375 -0.5251 -2.1851 -2.46 -2.30 -4.50
C 1.2237 -2.0883 -3.8515 -0.82 0.00 -0.10
C -0.5731 -3.5797 -2.7366 -0.76 0.41 0.81
C -3.4206 -1.6939 -2.4464 0.61 0.51 0.04
H -2.3366 1.0296 -4.4475 0.19 -0.40 -0.12
H -2.8830 0.9735 -2.7888 0.06 -0.17 0.09
H -3.9674 0.4590 -4.0783 -0.07 0.19 -0.02
H -2.7624 -0.9376 -5.7540 0.31 0.12 -0.05
H -4.0365 -1.7308 -4.9300 -0.13 -0.14 -0.03
H -2.5200 -3.1422 -6.4402 -0.10 -0.31 0.10
H -2.7838 -3.7862 -4.7781 0.15 -0.27 -0.17
H -0.3693 -2.2320 -5.8969 -0.08 0.29 0.01
H -0.4099 -3.8777 -5.3869 0.46 -0.02 0.48
H 1.7773 -2.0009 -2.9166 -0.39 -0.06 0.11
H 1.4429 -1.1957 -4.4375 -0.59 0.43 0.23
H 1.7274 -2.8284 -4.4733 -0.33 -0.65 0.26
H -0.4099 -3.3413 -1.6856 0.92 0.30 -0.07
H -0.0249 -4.4738 -3.0335 0.15 0.22 0.01
H -1.6217 -3.8549 -2.6231 -0.21 -0.14 -0.82
H -3.3151 -2.7735 -2.3397 0.09 0.05 -0.30
H -4.4871 -1.4769 -2.5061 -0.03 0.06 -0.69
H -3.1679 -1.2635 -1.4773 0.52 0.08 -0.07
F 3.3187 -2.3808 3.6967 -0.26 0.44 -0.11
C 6.7626 2.3307 1.3236 1.20 -0.04 0.00
O 5.5419 2.7484 1.8796 0.16 0.25 0.12
H 7.1720 3.0574 0.6219 -0.57 -0.21 -0.99
H 7.6069 2.3554 2.0125 -0.18 -0.48 0.88
H 6.6784 1.3104 0.9495 -0.10 0.32 -0.27
H 5.7452 3.6408 2.1694 -0.55 0.16 0.26
C -2.5365 -2.3082 4.6506 -1.75 -0.84 -0.49
O -2.3633 -0.9304 4.4547 1.02 0.41 -0.16
H -2.0723 -2.9594 3.9100 0.97 0.65 0.01
H -2.3363 -2.6880 5.6525 0.24 0.26 0.08
H -3.5731 -2.5270 4.3943 -0.46 -0.24 0.50
H -3.1230 -0.4503 4.7922 0.02 -0.21 0.05
C 4.0309 3.1895 7.5761 -0.11 0.17 -0.17
O 2.9073 2.4292 7.0773 1.00 0.45 0.43
H 4.8794 3.1555 6.8928 -0.30 -0.33 -0.30
H 3.7809 4.2446 7.6877 -0.22 0.10 0.00
H 4.4167 2.8514 8.5378 -0.24 -0.31 0.08
H 2.3877 2.1982 7.8508 -0.14 -0.08 -0.07
C -0.7970 6.0738 4.0086 0.59 1.15 0.39
O -0.4069 5.1134 3.0736 -0.11 -0.48 -0.50
H -0.1709 6.9549 3.8679 0.16 0.32 0.20
H -1.8132 6.4380 3.8579 -0.33 -0.39 0.33
H -0.5826 5.7284 5.0200 -0.43 -0.21 -0.11
H -0.4321 5.5926 2.2422 0.13 -0.42 -0.32
```
Positions in Å, forces in eV/Å.

HOMO (spin up / spin down), eV: -8.78 / -7.09
Spin multiplicity: 3
Energy, hartree: -1174.02368
Frontier orbital gap (spin up / spin down), eV: 8.2 / 4.2
Energy relative to the best compared isomer or geometry (same formula, charge and spin), eV: 6.492
Molecular weight, g/mol: 409.83
Largest force on an atom, eV Å⁻¹: 5.6